{
  "formula": "C26H64BrClN15O14PS2",
  "method": "wB97M-V/def2-TZVPD",
  "e_tot_ev": -192546.5784,
  "lumo_ev": 0.046,
  "smiles": "CCCCCCCCC[C@@]1(P(O)Cl)[C@@H](ON=O)[C@@H](Br)OS(=O)(=O)[C@@]1(CCCO)CSCC.NC(N)=O.NC(N)=O.NC(N)=O.NC(N)=O.NC(N)=O.NC(N)=O.NC(N)=O",
  "homo_lumo_gap_ha": 0.299,
  "e_homo_ha": -0.2975,
  "species": ["C", "C", "C", "C", "C", "C", "C", "C", "C", "C", "P", "O", "Cl", "C", "O", "N", "O", "C", "Br", "O", "S", "O", "O", "C", "C", "C", "C", "O", "C", "S", "C", "C", "H", "H", "H", "H", "H", "H", "H", "H", "H", "H", "H", "H", "H", "H", "H", "H", "H", "H", "H", "H", "H", "H", "H", "H", "H", "H", "H", "H", "H", "H", "H", "H", "H", "H", "H", "H", "C", "O", "N", "N", "H", "H", "H", "H", "C", "O", "N", "N", "H", "H", "H", "H", "C", "O", "N", "N", "H", "H", "H", "H", "C", "O", "N", "N", "H", "H", "H", "H", "C", "O", "N", "N", "H", "H", "H", "H", "C", "O", "N", "N", "H", "H", "H", "H", "C", "O", "N", "N", "H", "H", "H", "H"],
  "xyz": [[-4.595, -1.638, -0.147], [-3.273, -1.713, 0.611], [-2.653, -3.105, 0.638], [-1.547, -3.203, 1.702], [-0.573, -2.045, 1.462], [0.901, -2.349, 1.769], [1.499, -1.347, 2.762], [1.685, 0.023, 2.086], [2.952, 0.087, 1.246], [3.002, 1.234, 0.202], [2.902, 2.959, 1.024], [1.459, 3.055, 1.748], [4.127, 2.668, 2.672], [4.476, 1.281, -0.324], [5.066, 0.001, -0.359], [6.168, -0.052, 0.539], [6.503, -1.141, 0.699], [4.651, 2.035, -1.618], [6.541, 2.105, -2.073], [4.005, 1.387, -2.714], [2.437, 1.639, -2.575], [1.806, 0.936, -3.635], [2.211, 3.050, -2.485], [1.883, 1.050, -0.909], [0.619, 1.883, -0.651], [-0.531, 1.764, -1.674], [-1.838, 1.389, -1.000], [-2.932, 1.773, -1.847], [1.419, -0.398, -1.083], [2.618, -1.590, -1.739], [1.734, -2.166, -3.203], [1.797, -3.683, -3.339], [-4.385, -1.609, -1.213], [-5.248, -2.484, 0.051], [-5.112, -0.720, 0.117], [-2.607, -1.007, 0.124], [-3.424, -1.412, 1.648], [-3.423, -3.843, 0.865], [-2.175, -3.342, -0.313], [-1.036, -4.153, 1.565], [-1.993, -3.152, 2.694], [-0.632, -1.842, 0.393], [-0.880, -1.167, 2.026], [0.978, -3.344, 2.198], [1.487, -2.321, 0.853], [0.786, -1.189, 3.571], [2.425, -1.712, 3.206], [0.802, 0.160, 1.471], [1.649, 0.787, 2.856], [3.789, 0.191, 1.930], [3.092, -0.882, 0.773], [1.051, 3.895, 1.444], [5.060, 1.856, 0.398], [4.352, 3.072, -1.532], [0.255, 1.565, 0.321], [0.851, 2.924, -0.521], [-0.334, 1.097, -2.504], [-0.714, 2.742, -2.105], [-1.933, 1.928, -0.057], [-1.885, 0.318, -0.799], [-3.603, 1.089, -1.788], [1.041, -0.773, -0.147], [0.600, -0.440, -1.787], [2.177, -1.698, -4.077], [0.710, -1.820, -3.153], [2.659, -4.114, -2.841], [0.876, -4.144, -2.997], [1.883, -3.926, -4.397], [1.176, -6.621, 2.178], [0.109, -6.051, 2.016], [1.267, -7.977, 2.320], [2.369, -5.951, 2.244], [2.134, -8.461, 2.461], [0.413, -8.500, 2.284], [2.352, -4.954, 2.128], [3.254, -6.408, 2.381], [0.474, 5.731, 0.039], [0.582, 5.065, 1.080], [0.171, 7.048, 0.045], [0.658, 5.152, -1.177], [0.061, 7.593, -0.790], [0.034, 7.478, 0.946], [0.892, 4.182, -1.183], [0.601, 5.640, -2.054], [-5.560, 0.223, -3.714], [-5.036, 0.584, -2.677], [-6.528, -0.744, -3.741], [-5.225, 0.753, -4.932], [-6.977, -1.058, -4.579], [-6.792, -1.149, -2.862], [-4.520, 1.465, -4.943], [-5.647, 0.470, -5.796], [-2.483, 5.823, -3.366], [-1.643, 6.708, -3.460], [-2.185, 4.598, -2.855], [-3.781, 6.006, -3.763], [-2.838, 3.841, -2.750], [-1.237, 4.468, -2.563], [-4.024, 6.902, -4.138], [-4.485, 5.298, -3.690], [-0.724, 7.604, 3.935], [-1.101, 8.041, 2.860], [-0.550, 8.407, 5.030], [-0.442, 6.282, 4.112], [-0.238, 8.069, 5.920], [-0.748, 9.382, 4.919], [-0.531, 5.683, 3.308], [-0.124, 5.894, 4.979], [-2.132, -3.178, -2.848], [-1.220, -2.716, -2.184], [-2.914, -4.205, -2.397], [-2.439, -2.706, -4.096], [-3.667, -4.602, -2.924], [-2.710, -4.569, -1.485], [-1.881, -1.953, -4.452], [-3.181, -3.072, -4.660], [3.520, -5.964, 5.811], [4.362, -6.497, 5.105], [3.758, -5.656, 7.124], [2.284, -5.640, 5.334], [3.083, -5.218, 7.720], [4.661, -5.884, 7.492], [2.123, -5.868, 4.367], [1.564, -5.206, 5.878]]
}